[1]
DFT (wB97M-V/def2-TZVPD) results for an isolated molecule of C9H11BrO at a distorted geometry.

energy relative to the best compared isomer or geometry (same formula, charge and spin): 0.352 eV

Geometry as XYZ:
```
22
C9H11BrO | the OMol25 dataset | wB97M-V/def2-TZVPD
C 0.5620 -0.7686 -1.2271
C 1.7211 -0.6898 -0.5433
C 1.2921 1.8335 0.7424
C 0.1576 -1.6708 0.8960
C -0.5512 -0.9541 -0.2591
C 1.4328 -0.8830 0.8488
C -0.8979 0.4603 0.3606
C 0.2800 0.9009 1.1790
C -1.3172 1.4477 -0.7253
O 1.5447 2.1027 -0.4115
Br 0.0036 0.9158 3.0777
H 0.4186 -0.6178 -2.2808
H 2.6889 -0.4433 -0.9393
H 1.9004 2.2478 1.5706
H -0.3697 -1.6302 1.8474
H 0.3489 -2.7173 0.6450
H -1.4486 -1.4246 -0.6543
H 2.1735 -0.9048 1.6312
H -1.7506 0.2985 1.0283
H -0.4863 1.6687 -1.3922
H -1.6562 2.3803 -0.2712
H -2.1413 1.0259 -1.3045
```

=====

[2]
DFT (wB97M-V/def2-TZVPD) results for an isolated molecule of C20H25BrO5.

energy relative to the best compared isomer or geometry (same formula, charge and spin): 0.075 eV
SMILES: C=CCOC(=O)C1=C[C@H](c2ccc(Br)cc2)[C@@H](CCCO)[C@H](OCC)O1

Geometry as XYZ:
```
51
C20H25BrO5 | the OMol25 dataset | wB97M-V/def2-TZVPD
C -4.9711 -2.9138 -1.9600
C -4.4451 -2.4991 -0.8245
C -3.2284 -3.1080 -0.1949
H -3.4812 -3.5832 0.7578
H -2.7696 -3.8362 -0.8715
O -2.2686 -2.1034 0.1438
C -1.4976 -1.6591 -0.8482
O -1.5159 -2.0868 -1.9763
C -0.5800 -0.5814 -0.3934
C 0.2990 -0.0335 -1.2349
C 1.2317 1.0616 -0.8341
C 2.6703 0.5871 -0.7967
C 2.9972 -0.7594 -0.7162
C 4.3176 -1.1645 -0.6437
C 5.3179 -0.2098 -0.6548
C 5.0193 1.1384 -0.7426
C 3.6948 1.5268 -0.8136
H 3.4579 2.5790 -0.8831
H 5.8104 1.8726 -0.7554
Br 7.1403 -0.7578 -0.5498
H 4.5671 -2.2125 -0.5775
H 2.2139 -1.5005 -0.7046
H 1.1710 1.8606 -1.5834
C 0.8278 1.6584 0.5329
C -0.1568 2.8295 0.4177
C -1.4996 2.5056 -0.2302
C -2.3738 3.7519 -0.3396
O -3.6005 3.3781 -0.9256
H -4.1626 4.1547 -1.0111
H -2.5394 4.1804 0.6605
H -1.8676 4.5102 -0.9562
H -2.0404 1.7638 0.3565
H -1.3596 2.0998 -1.2324
H -0.3358 3.2232 1.4221
H 0.3308 3.6212 -0.1582
C 0.3197 0.5405 1.4570
O 1.4232 -0.2531 1.7706
C 1.2517 -1.1832 2.8282
C 0.5470 -2.4714 2.4157
H 1.0688 -2.9257 1.5765
H -0.4812 -2.2738 2.1247
H 0.5523 -3.1668 3.2514
H 0.7060 -0.7017 3.6520
H 2.2707 -1.4034 3.1588
O -0.7390 -0.2105 0.9097
H -0.1142 0.9690 2.3789
H 1.7322 2.0407 1.0181
H 0.3465 -0.4065 -2.2453
H -4.8625 -1.6623 -0.2812
H -5.8467 -2.4507 -2.3808
H -4.5476 -3.7352 -2.5134
```

=====

[3]
DFT (wB97M-V/def2-TZVPD) results for a structure of composition C32H29GeN4O3S5Sr.

energy relative to the best compared isomer or geometry (same formula, charge and spin): 0.284 eV
charge: -1

Geometry as XYZ:
```
75
C32H29GeN4O3S5Sr | the OMol25 dataset | wB97M-V/def2-TZVPD
Sr 2.6884 -0.0958 -2.3462
C 3.3788 1.2763 2.0354
C 3.4945 0.1790 1.0269
N 4.2190 0.2323 -0.0226
N 4.8184 1.4636 -0.2608
C 5.7979 1.4975 -1.2306
N 5.8006 2.6673 -1.9281
S 6.8804 0.2824 -1.4697
C 2.6627 -1.0508 1.1543
C 2.4019 -1.6421 2.3828
C 1.6006 -2.7717 2.4218
C 1.0801 -3.2662 1.2381
C 1.3901 -2.6126 0.0556
N 2.1584 -1.5262 0.0110
H 4.3542 1.7316 2.2097
H 2.9543 0.9198 2.9709
H 2.7164 2.0443 1.6251
H 4.1073 2.1943 -0.3162
H 4.9181 3.1406 -2.0619
H 6.4255 2.6776 -2.7171
H 2.8195 -1.2310 3.2910
H 1.3795 -3.2492 3.3672
H 0.4338 -4.1328 1.2183
H 1.0047 -2.9523 -0.8982
O -0.2813 0.9058 -7.4595
C 0.4348 0.3469 -6.6606
S -0.1279 -0.8417 -5.4863
C 1.4262 -1.2123 -4.7316
C 2.5030 -0.5316 -5.2101
S 4.1819 -0.5714 -4.6973
S 2.1682 0.6104 -6.5173
S 1.3419 -2.3818 -3.4272
O 2.2546 2.1955 -0.8345
C 1.1876 2.1895 -1.5238
O 1.1617 1.9618 -2.7525
C -0.1373 2.1961 -0.7768
C -0.5488 0.7153 -0.7435
Ge -1.9487 0.1477 0.4887
C -1.1751 -0.1453 2.2679
C -1.5751 -1.2251 3.0551
C -1.0653 -1.4089 4.3340
C -0.1381 -0.5130 4.8484
C 0.2804 0.5603 4.0749
C -0.2339 0.7389 2.7969
C -2.6817 -1.5305 -0.1768
C -3.8720 -2.0634 0.3189
C -4.3591 -3.2747 -0.1522
C -3.6631 -3.9678 -1.1349
C -2.4852 -3.4440 -1.6478
C -1.9989 -2.2334 -1.1702
C -3.3550 1.4918 0.6677
C -3.6730 2.0631 1.8977
C -4.6599 3.0364 1.9976
C -5.3403 3.4526 0.8631
C -5.0337 2.8929 -0.3704
C -4.0493 1.9202 -0.4646
H -0.8826 2.7805 -1.3161
H -0.0061 2.6206 0.2189
H 0.3127 0.1020 -0.4539
H -0.8208 0.4091 -1.7561
H -2.2902 -1.9397 2.6622
H -1.3921 -2.2537 4.9288
H 0.2570 -0.6516 5.8475
H 1.0049 1.2643 4.4674
H 0.1085 1.5832 2.2085
H -4.4351 -1.5222 1.0734
H -5.2868 -3.6734 0.2405
H -4.0467 -4.9093 -1.5082
H -1.9379 -3.9584 -2.4283
H -1.0832 -1.8489 -1.6093
H -3.1437 1.7488 2.7908
H -4.8945 3.4712 2.9615
H -6.1070 4.2137 0.9378
H -5.5595 3.2165 -1.2599
H -3.8198 1.4913 -1.4347
```

=====

[4]
DFT (wB97M-V/def2-TZVPD) results for an isolated molecule of C6H7P at a distorted geometry.

energy relative to the best compared isomer or geometry (same formula, charge and spin): 6.807 eV
SMILES: C#P=C=C(C)C=C

Geometry as XYZ:
```
14
C6H7P | the OMol25 dataset | wB97M-V/def2-TZVPD
C -3.9827 -0.9408 0.7896
C -0.7905 -0.6003 -0.0608
C 1.4340 -0.3459 -2.0649
C 1.3535 -0.5286 -0.7591
C 0.3368 0.0717 0.0959
C 0.8103 1.1110 1.1435
P -2.4131 -0.4853 0.9124
H -4.7633 -0.5333 1.4067
H 2.2747 -0.8579 -2.5092
H 0.8115 0.2567 -2.7056
H 2.0816 -1.1084 -0.1781
H 0.4977 2.0735 0.7013
H 1.9323 0.9838 1.0737
H 0.4172 0.9038 2.1548
```

=====

[5]
DFT (wB97M-V/def2-TZVPD) results for a cluster of 4 separate species, C25H48ClN2O7S3 in total at a distorted geometry.

charge: +1
calculated total energy: -89033.7671 eV

Geometry as XYZ:
```
86
C25H48ClN2O7S3 | the OMol25 dataset | wB97M-V/def2-TZVPD
C 0.0676 -3.7164 -0.0717
C -0.7865 -3.2388 -1.2433
O -0.0540 -2.5546 -2.2882
N -0.2509 -1.2032 -2.2444
C -1.3986 -0.7511 -2.7578
N -2.3069 -1.6491 -3.2669
C -3.5047 -1.6644 -2.8005
C -3.9282 -1.3056 -1.4126
C -4.5894 -2.1438 -3.7115
C -1.6359 0.5889 -2.7639
C -0.7163 1.4247 -2.2324
C -1.0487 2.8949 -2.2308
O -2.0102 3.2748 -1.5890
O -0.2690 3.7522 -2.9429
C 0.4705 0.9442 -1.6809
C 1.4192 1.9225 -1.0592
C 0.9011 2.4869 0.3168
C -0.2519 1.6952 0.9263
Cl 2.2625 2.4293 1.4894
C 0.6864 -0.3908 -1.7175
C 1.9338 -1.0027 -1.1501
C 3.2436 -0.5148 -1.8344
C 4.1014 -1.6446 -2.4545
C 5.4770 -1.7387 -1.7921
O 6.4376 -0.9538 -2.4745
C 7.0140 0.0498 -1.6753
H 0.1283 -2.9116 0.6592
H -0.4568 -4.5381 0.4063
H 1.0688 -3.9984 -0.3856
H -1.3258 -4.0709 -1.6937
H -1.5608 -2.5992 -0.8341
H -3.1538 -0.8308 -0.8126
H -4.2073 -2.2274 -0.8999
H -4.7808 -0.6309 -1.4580
H -5.1715 -1.3052 -4.0870
H -5.2680 -2.7567 -3.1120
H -4.1914 -2.7870 -4.4878
H -2.5486 0.9674 -3.1891
H 0.1431 4.4001 -2.3591
H 1.5015 2.7725 -1.7269
H 2.4048 1.5282 -0.8692
H 0.6172 3.5260 0.1845
H -0.3363 1.9464 1.9838
H -1.1932 2.0008 0.4713
H -0.1094 0.6185 0.8657
H 1.9548 -0.6867 -0.1039
H 1.8838 -2.0814 -1.1343
H 3.8557 -0.0213 -1.0821
H 2.9940 0.2678 -2.5475
H 3.5945 -2.6062 -2.4588
H 4.3044 -1.3547 -3.4848
H 5.8026 -2.7825 -1.8175
H 5.4486 -1.4407 -0.7412
H 6.2977 0.8316 -1.3966
H 7.8311 0.5146 -2.2180
H 7.4452 -0.3490 -0.7514
C 0.0227 1.9919 6.9374
S -0.3188 2.7213 5.3316
O -0.4163 1.6015 4.3439
C 1.3011 3.4618 5.1208
H -0.8562 1.4309 7.2482
H 0.8786 1.3205 6.8638
H 0.2222 2.7852 7.6573
H 2.0713 2.6897 5.1666
H 1.4669 4.2090 5.8937
H 1.3243 3.9413 4.1475
C -0.7948 5.6018 2.2454
S 0.2853 6.4781 3.3892
O -0.0814 6.0393 4.7591
C -0.4425 8.1008 3.1384
H -0.5336 4.5437 2.2776
H -1.8344 5.7297 2.5469
H -0.6422 5.9866 1.2361
H -1.5043 8.0683 3.3822
H -0.2990 8.4069 2.1020
H 0.0636 8.8023 3.7981
C -2.1129 -7.2562 -0.6822
S -3.4602 -6.0712 -0.7804
O -3.2564 -5.0758 0.3130
C -4.7532 -7.1967 -0.2508
H -1.1876 -6.7426 -0.9385
H -2.0436 -7.6505 0.3316
H -2.2881 -8.0635 -1.3927
H -4.5137 -7.5919 0.7361
H -4.8452 -8.0069 -0.9738
H -5.6877 -6.6415 -0.2059
```

=====

[6]
DFT (wB97M-V/def2-TZVPD) results for a structure of composition C7H3ClHgNO4 at a distorted geometry.

spin multiplicity: 2
energy relative to the best compared isomer or geometry (same formula, charge and spin): 0.059 eV
charge: -2
⟨S²⟩: 0.771

Geometry as XYZ:
```
17
C7H3ClHgNO4 | the OMol25 dataset | wB97M-V/def2-TZVPD
Hg 2.9054 -0.4730 1.4436
O -2.8362 -0.7280 -2.6549
C -2.6424 0.1065 -1.7304
O -3.4844 0.8883 -1.2290
C -1.3218 -0.0420 -0.9854
C -0.3457 -0.9970 -1.4189
C 0.8293 -1.1304 -0.7595
N 1.1501 -0.3705 0.3462
C 0.2187 0.5733 0.7977
C -0.9887 0.7174 0.1289
C 0.5880 1.3802 1.9916
O -0.1909 2.2304 2.4392
O 1.7565 1.1420 2.5239
H -0.5683 -1.6074 -2.2836
H 1.5807 -1.8471 -1.0722
H -1.6939 1.4516 0.4933
Cl 5.0435 -1.2945 1.9698
```

=====

[7]
DFT (wB97M-V/def2-TZVPD) results for a structure of composition C7H13AgNO3P.

calculated total energy: -28392.8232 eV

Geometry as XYZ:
```
26
C7H13AgNO3P | the OMol25 dataset | wB97M-V/def2-TZVPD
Ag 1.3590 -0.7523 -0.0099
O -0.7463 -2.0938 1.0487
C -0.2147 -1.6823 2.0790
C -0.6986 -1.9514 3.4908
C 0.2861 -1.1609 4.3518
C 1.2714 -0.5526 3.3499
O 2.2265 0.1237 3.6598
N 0.9102 -0.9142 2.0705
H -0.6704 -3.0269 3.6662
H -1.7382 -1.6390 3.5844
H 0.8412 -1.7688 5.0650
H -0.1758 -0.3489 4.9127
C -0.5825 0.1857 -3.9623
P 0.2328 0.7991 -2.4973
C -1.0373 0.9484 -1.2518
C 0.7760 2.4575 -2.8685
O 1.3995 -0.0955 -2.1037
H -1.3745 0.8614 -4.2870
H -1.0124 -0.7921 -3.7444
H 0.1507 0.0768 -4.7614
H -1.8676 1.5405 -1.6434
H -0.6405 1.4397 -0.3634
H -1.3960 -0.0422 -0.9643
H -0.0512 3.0781 -3.2150
H 1.5469 2.4112 -3.6380
H 1.2057 2.8988 -1.9687
```

=====

[8]
DFT (wB97M-V/def2-TZVPD) results for an isolated molecule of C2H3F3N2 at a distorted geometry.

energy relative to the best compared isomer or geometry (same formula, charge and spin): 0.000 eV
SMILES: N/C=N\C(F)(F)F

Geometry as XYZ:
```
10
C2H3F3N2 | the OMol25 dataset | wB97M-V/def2-TZVPD
C -0.8433 -0.7521 0.0661
C 1.4076 0.0326 -0.0150
N -1.5790 0.4104 -0.1042
N 0.4391 -0.9441 0.0521
F 2.3690 -0.3301 -0.9218
F 1.1412 1.3346 -0.4082
F 2.0423 0.1596 1.1697
H -2.4168 0.4172 0.3634
H -1.3337 -1.6156 0.2062
H -1.2263 1.2874 -0.4082
```

=====

What did the sixth record say?
DFT (wB97M-V/def2-TZVPD) results for a structure of composition C7H3ClHgNO4 at a distorted geometry.

spin multiplicity: 2
energy relative to the best compared isomer or geometry (same formula, charge and spin): 0.059 eV
charge: -2
⟨S²⟩: 0.771

Geometry as XYZ:
```
17
C7H3ClHgNO4 | the OMol25 dataset | wB97M-V/def2-TZVPD
Hg 2.9054 -0.4730 1.4436
O -2.8362 -0.7280 -2.6549
C -2.6424 0.1065 -1.7304
O -3.4844 0.8883 -1.2290
C -1.3218 -0.0420 -0.9854
C -0.3457 -0.9970 -1.4189
C 0.8293 -1.1304 -0.7595
N 1.1501 -0.3705 0.3462
C 0.2187 0.5733 0.7977
C -0.9887 0.7174 0.1289
C 0.5880 1.3802 1.9916
O -0.1909 2.2304 2.4392
O 1.7565 1.1420 2.5239
H -0.5683 -1.6074 -2.2836
H 1.5807 -1.8471 -1.0722
H -1.6939 1.4516 0.4933
Cl 5.0435 -1.2945 1.9698
```